{
  "formula": "C33H37BBaF11O37PPd",
  "method": "wB97M-V/def2-TZVPD",
  "species": ["Pd", "Ba", "B", "H", "H", "H", "H", "P", "O", "O", "O", "O", "C", "C", "O", "C", "O", "O", "F", "H", "H", "H", "C", "C", "O", "C", "O", "O", "F", "H", "H", "H", "C", "C", "O", "C", "O", "O", "F", "H", "H", "H", "C", "C", "O", "C", "O", "O", "F", "H", "H", "H", "C", "C", "O", "C", "O", "O", "F", "H", "H", "H", "C", "C", "O", "C", "O", "O", "F", "H", "H", "H", "C", "C", "O", "C", "O", "O", "F", "H", "H", "H", "C", "C", "O", "C", "O", "O", "F", "H", "H", "H", "C", "C", "O", "C", "O", "O", "F", "H", "H", "H", "C", "C", "O", "C", "O", "O", "F", "H", "H", "H", "C", "C", "O", "C", "O", "O", "F", "H", "H", "H"],
  "xyz": [[1.33896, -2.07312, 4.75879], [-0.47918, -2.07154, 0.76157], [0.70676, 0.06468, -0.57289], [1.12285, -0.47731, 0.26219], [-0.29353, 0.32227, -0.26097], [1.22850, 0.99888, -0.71182], [0.60073, -0.61843, -1.40137], [0.31521, -3.61375, 3.22075], [-0.41249, -2.40274, 3.76700], [1.31213, -2.61908, 2.68123], [-0.43862, -4.30296, 2.05610], [1.01599, -4.24879, 4.40049], [-6.14181, -2.65730, 0.56779], [-6.22152, -4.13529, 0.36125], [-4.93913, -4.48438, 0.79597], [-4.12914, -3.44336, 0.54343], [-2.94347, -3.47484, 0.59256], [-4.83654, -2.37092, 0.21584], [-6.48528, -4.51445, -0.88286], [-6.32075, -2.54982, 1.63762], [-6.87467, -2.06112, 0.02412], [-6.86625, -4.84958, 0.87332], [3.80315, 2.97487, 3.78614], [4.39161, 2.63642, 5.18367], [3.89001, 1.35122, 5.40797], [3.27483, 0.88925, 4.29059], [2.81937, -0.25513, 4.09522], [3.46457, 1.71606, 3.26075], [4.01828, 3.56214, 6.06566], [4.56383, 3.57481, 3.28661], [2.89290, 3.56582, 3.88777], [5.48084, 2.64100, 5.14288], [2.82658, 1.37437, -3.40173], [3.03251, 0.02429, -2.74688], [4.37965, -0.15258, -2.82792], [5.02823, 1.01196, -2.93679], [6.26507, 1.12179, -2.93027], [4.11375, 2.01355, -3.22854], [2.29919, -0.86908, -3.44796], [2.04054, 1.97642, -2.94592], [2.61300, 1.07795, -4.42868], [2.94186, -0.07013, -1.66477], [4.83168, 5.92323, -0.32357], [3.87609, 4.80435, -0.05512], [3.31618, 5.07252, 1.09591], [4.06012, 6.01626, 1.77405], [3.79620, 6.24410, 2.96342], [5.09073, 6.45137, 0.99387], [4.40609, 3.60799, 0.01749], [4.32968, 6.67981, -0.92662], [5.69399, 5.71108, -0.95564], [3.13663, 4.86079, -0.85394], [1.35799, -4.33639, -4.00558], [0.25242, -5.35399, -3.71148], [0.04139, -5.14835, -2.38350], [0.98549, -4.36784, -1.84497], [0.96705, -3.97115, -0.67658], [1.89541, -3.97543, -2.79422], [0.76193, -6.63627, -3.85889], [0.80831, -3.42873, -4.25478], [2.04366, -4.79082, -4.72074], [-0.61892, -5.38179, -4.36576], [-5.26649, -0.00194, -2.13586], [-6.32727, 0.98957, -1.85049], [-5.55245, 1.87749, -1.06423], [-4.42369, 1.32033, -0.60546], [-3.57672, 1.79038, 0.14326], [-4.33921, 0.11175, -1.14443], [-7.31485, 0.55501, -1.11284], [-4.72111, 0.02083, -3.07934], [-5.66989, -0.99275, -1.92690], [-6.74661, 1.34142, -2.79307], [4.12410, -3.94935, 0.37975], [4.03245, -4.16854, 1.82759], [5.06689, -3.41316, 2.23316], [5.04380, -2.33313, 1.49617], [5.82146, -1.39976, 1.68689], [4.32513, -2.52889, 0.36755], [4.19560, -5.50349, 2.00799], [3.28722, -4.40195, -0.15211], [5.05050, -4.37796, -0.00258], [3.11849, -3.77743, 2.27459], [-3.85975, -0.40922, 5.53587], [-4.07014, 1.05788, 5.07366], [-3.53695, 1.04949, 3.74978], [-3.17213, -0.17396, 3.36006], [-2.81865, -0.48671, 2.19969], [-3.47796, -1.08494, 4.38464], [-3.44594, 1.98848, 5.81476], [-4.74548, -0.94508, 5.87711], [-3.03213, -0.38840, 6.24489], [-5.13422, 1.28915, 5.12210], [-2.02544, -0.74609, -5.05064], [-1.75049, -2.16669, -5.55581], [-1.61038, -2.88364, -4.37460], [-1.81457, -2.01723, -3.27331], [-1.69184, -2.31163, -2.12446], [-2.17999, -0.84407, -3.62114], [-0.47138, -2.16283, -6.15490], [-2.94284, -0.54902, -5.60529], [-1.30772, -0.02658, -5.44471], [-2.39179, -2.70302, -6.25522], [0.28487, 3.31582, 1.64738], [-0.32078, 2.04998, 2.13609], [-1.04739, 2.65885, 3.15617], [-0.30441, 3.66814, 3.66446], [-0.53489, 4.46754, 4.54087], [0.56093, 4.01140, 2.72250], [0.57522, 1.20546, 2.56062], [-0.33020, 4.06344, 1.14654], [1.20581, 3.13106, 1.09435], [-0.86255, 1.48959, 1.37415], [-1.42453, 2.27213, -2.60726], [-0.89114, 3.60275, -2.10688], [-0.54166, 4.28979, -3.28873], [-0.42735, 3.47245, -4.23265], [0.04306, 3.71564, -5.33075], [-0.95907, 2.32885, -3.89583], [0.18856, 3.58383, -1.21711], [-2.48993, 2.05207, -2.67494], [-1.06164, 1.33844, -2.17757], [-1.74119, 4.07578, -1.61519]],
  "forces_ev_per_angstrom": [[1.29, 0.52, 0.04], [-1.03, -0.42, 0.04], [0.37, 0.63, -0.12], [2.29, -1.52, 2.93], [-4.22, 1.08, 1.25], [2.09, 3.28, -0.92], [-0.20, -2.49, -3.45], [-2.00, -3.64, -2.32], [-5.92, 2.15, 2.77], [5.70, 1.34, -3.70], [1.32, 0.50, 2.48], [0.08, -1.11, 0.98], [-2.63, -0.02, 0.58], [-0.73, -1.58, 1.66], [0.58, -0.61, -0.58], [1.80, -0.38, -0.04], [-0.05, -0.08, -0.05], [0.35, 1.03, -0.19], [0.54, 0.06, -2.60], [0.15, 0.57, 0.18], [0.25, -0.06, -0.15], [-0.39, 1.08, 1.16], [0.48, 1.18, 1.47], [0.28, 0.65, -2.46], [-1.08, -0.79, 0.54], [0.44, -3.33, -1.62], [0.72, 3.20, 1.63], [-0.32, -0.18, -0.02], [-0.58, -0.01, 1.02], [-0.28, -0.60, -0.81], [0.06, 0.18, 0.06], [0.04, -0.43, 0.38], [0.25, -0.13, 0.75], [-0.97, 1.17, 1.78], [2.65, -1.07, -0.95], [3.37, 0.84, -1.49], [-4.47, 0.03, 0.33], [0.39, -0.87, 0.18], [0.30, -0.77, -0.04], [0.17, -0.05, -0.10], [0.14, 0.80, -0.35], [-1.67, -0.04, -0.19], [0.33, 0.98, -0.57], [-0.26, 0.88, -4.04], [-1.25, 1.91, 3.43], [-0.59, -0.34, 3.93], [1.44, -0.04, -4.18], [-0.87, -0.28, 0.50], [1.36, -2.31, -0.22], [-0.34, 0.26, 0.34], [0.45, -0.47, 0.91], [-0.29, -0.72, -0.12], [-1.97, 0.08, -1.86], [1.73, -0.92, -1.00], [-1.17, 0.02, 1.32], [0.66, 2.08, 2.39], [0.26, -1.26, -3.29], [0.00, -1.06, 3.01], [0.13, -0.20, 0.07], [0.42, -0.03, -1.44], [0.20, 0.67, 0.10], [-0.20, 0.69, 0.54], [-0.54, -3.39, -0.59], [2.21, 1.03, -1.25], [-1.19, 2.41, -0.04], [2.61, 0.51, 1.78], [-2.52, -0.55, -1.87], [2.15, 0.15, 1.46], [-1.70, -1.09, 1.36], [-0.63, 0.31, -0.35], [-0.30, -0.32, -0.94], [0.11, 1.07, 0.33], [-0.44, -0.35, -1.36], [-2.20, -1.94, -1.20], [1.79, 0.15, 3.07], [4.02, 3.54, -1.23], [-2.53, -1.56, -0.30], [-0.59, 0.29, 0.01], [0.36, -0.18, 1.04], [-0.15, 1.02, -0.20], [0.03, -0.34, 0.07], [-0.30, -0.56, 0.17], [0.37, 0.94, 0.36], [-0.75, -1.16, 0.01], [-0.11, 0.44, 0.19], [-0.37, -2.39, -2.25], [-0.78, 1.06, 4.38], [1.44, 0.50, -3.01], [0.47, -0.19, 0.05], [0.04, 0.54, 0.49], [-0.14, -0.33, 0.32], [0.03, 0.41, -0.72], [-1.51, -0.38, -2.20], [2.84, 0.13, 0.64], [-0.67, 0.45, 1.66], [0.93, -2.74, 1.64], [0.19, -0.97, -0.52], [-0.38, 2.56, -2.99], [-0.88, -0.08, 0.04], [-0.61, 0.84, 0.92], [0.36, -0.11, 0.83], [-0.24, 0.45, 0.12], [1.47, -0.75, -5.07], [-1.67, 1.68, -2.73], [-1.30, -1.72, 2.70], [-1.33, 3.75, 0.08], [-0.20, -2.42, 0.25], [2.89, 1.67, 4.46], [2.00, -1.60, 1.76], [-0.75, -1.18, -1.35], [-0.11, -0.05, -0.29], [-1.03, 0.55, 0.39], [0.60, -1.36, 0.56], [-1.35, 0.45, 2.05], [0.04, 3.28, 4.65], [1.32, -1.24, -5.87], [-0.65, -0.45, 1.64], [0.27, -2.86, -2.91], [-1.05, -0.26, -1.51], [-0.40, 1.14, 0.50], [0.65, 0.40, 0.69], [0.58, 0.76, 0.20]],
  "lowdin_spin": [1.201, 0.002, 0.000, 0.000, 0.000, 0.000, 0.000, 0.015, 0.275, 0.275, 0.050, 0.160, 0.000, 0.000, 0.000, 0.000, 0.000, 0.000, 0.000, 0.000, 0.000, 0.000, 0.000, 0.000, 0.001, 0.003, 0.014, 0.001, 0.000, 0.000, 0.000, 0.000, 0.000, 0.000, 0.000, 0.000, 0.000, 0.000, 0.000, 0.000, 0.000, 0.000, 0.000, 0.000, 0.000, 0.000, 0.000, 0.000, 0.000, 0.000, 0.000, 0.000, 0.000, 0.000, 0.000, 0.000, 0.000, 0.000, 0.000, 0.000, 0.000, 0.000, 0.000, 0.000, 0.000, 0.000, 0.000, 0.000, 0.000, 0.000, 0.000, 0.000, 0.000, 0.000, 0.000, 0.000, 0.000, 0.000, 0.000, 0.000, 0.000, 0.000, 0.000, 0.000, 0.000, 0.000, 0.000, 0.000, 0.000, 0.000, 0.000, 0.000, 0.000, 0.000, 0.000, 0.000, 0.000, 0.000, 0.000, 0.000, 0.000, 0.000, 0.000, 0.000, 0.000, 0.000, 0.000, 0.000, 0.000, 0.000, 0.000, 0.000, 0.000, 0.000, 0.000, 0.000, 0.000, 0.000, 0.000, 0.000, 0.000, 0.000],
  "total_charge": 0,
  "orbital_gap_ev": [7.80, 7.54],
  "total_energy_ev": -154605.8267,
  "spin_multiplicity": 3,
  "s2": 2.01,
  "relative_energy_kcal_mol": 13.8
}

{
  "formula": "C33H37ClFeN4",
  "method": "wB97M-V/def2-TZVPD",
  "species": ["Fe", "N", "N", "C", "C", "C", "C", "H", "H", "H", "C", "C", "H", "H", "H", "C", "C", "H", "H", "H", "C", "H", "H", "H", "C", "H", "H", "H", "C", "H", "C", "H", "C", "H", "C", "H", "C", "C", "H", "C", "C", "H", "C", "H", "N", "C", "C", "C", "H", "C", "C", "H", "H", "H", "C", "H", "C", "C", "H", "H", "H", "C", "H", "H", "H", "Cl", "C", "C", "C", "C", "N", "C", "H", "H", "H", "H"],
  "xyz": [[-0.65270, -0.08512, 0.01439], [-5.20932, -1.78947, 1.11415], [-1.09241, 3.11951, 0.61492], [0.87639, -1.39676, -1.27239], [-0.36922, -1.11953, -1.97137], [-1.26238, -2.22850, -1.65638], [-2.54928, -2.40462, -2.19953], [-2.95099, -1.67631, -2.89583], [-3.77557, -2.00333, -0.91296], [-2.98824, -3.41112, -2.14814], [-0.70673, -2.91056, -0.52801], [-1.39088, -3.94096, 0.28942], [-1.38755, -4.90150, -0.24239], [-2.44072, -3.68664, 0.48524], [-0.90080, -4.10339, 1.26039], [0.64087, -2.49861, -0.38670], [1.67285, -3.19920, 0.41782], [1.26110, -3.56335, 1.36607], [2.52450, -2.54618, 0.63848], [2.06066, -4.07343, -0.12844], [-0.57329, -0.17659, -3.10157], [-0.40240, -0.64272, -4.08706], [0.11083, 0.67286, -3.01391], [-1.59959, 0.21454, -3.10259], [2.21618, -0.89676, -1.66106], [2.86145, -0.84955, -0.77540], [2.14581, 0.11179, -2.08129], [2.70945, -1.54639, -2.40542], [-6.05154, -1.50268, 2.11905], [-6.94632, -2.14560, 2.25391], [-5.79619, -0.39942, 2.96019], [-6.51486, -0.18981, 3.76621], [-4.71128, 0.43743, 2.78497], [-4.45202, 1.28577, 3.44247], [-3.86131, 0.17465, 1.73035], [-2.92564, 0.71784, 1.59417], [-4.17742, -0.94253, 0.87402], [-3.37953, -1.25329, -0.19893], [-2.84706, -0.42305, -0.64574], [-0.22189, 2.10112, 0.27897], [-1.15234, 3.91232, -0.52566], [-2.04879, 4.39936, -0.87754], [0.08728, 3.91949, -1.09991], [0.61741, 4.78665, -1.44389], [0.66889, 2.72806, -0.62770], [2.00069, 2.41969, -0.98232], [2.45701, 2.86966, -2.24159], [3.83583, 2.92039, -2.47774], [4.17501, 3.32546, -3.43035], [4.77754, 2.47543, -1.54496], [6.24111, 2.50571, -1.92478], [6.79678, 1.65510, -1.51362], [6.74988, 3.42381, -1.59665], [6.34025, 2.46933, -3.01676], [4.30446, 2.03631, -0.30231], [5.03106, 1.73610, 0.46282], [2.93586, 2.03930, 0.01199], [2.49102, 1.81145, 1.40869], [2.34746, 2.75819, 1.97988], [3.20877, 1.21702, 1.99879], [1.51823, 1.28091, 1.42535], [1.54976, 3.33060, -3.34266], [0.93985, 4.22412, -3.12740], [0.87062, 2.52701, -3.66727], [2.20047, 3.61006, -4.18192], [1.93952, -0.70399, 4.79590], [0.52444, -1.18843, 3.96632], [-0.63470, -1.58361, 4.64478], [-1.73254, -1.94784, 3.85810], [-1.63403, -1.83785, 2.47853], [-0.63080, -1.15938, 1.87180], [0.53968, -1.12837, 2.56998], [-0.64736, -1.60681, 5.72629], [-2.68210, -2.28276, 4.27886], [-2.40718, -2.26547, 1.83093], [1.47798, -1.00553, 2.02590]],
  "forces_ev_per_angstrom": [[-0.04, -0.44, 0.13], [-1.78, -0.40, 1.02], [-2.53, -4.05, -2.63], [-0.87, -0.75, 0.34], [0.27, -1.22, 0.37], [0.14, 1.25, 0.88], [1.10, -1.32, -1.48], [-0.04, -0.25, 0.05], [0.18, 0.75, 1.11], [-0.06, 0.67, 0.03], [0.69, -0.09, -1.07], [-0.17, -0.62, -0.06], [-0.05, -0.10, 0.16], [0.16, 0.01, -0.20], [-0.03, 0.02, -0.26], [-0.35, 0.90, -0.91], [0.20, -0.03, 0.19], [0.11, 0.00, -0.02], [-0.03, -0.13, 0.02], [-0.03, 0.13, 0.17], [0.05, 0.18, -0.48], [-0.01, 0.08, 0.16], [-0.12, -0.01, -0.06], [0.21, 0.02, -0.05], [0.37, 0.34, 0.10], [0.14, 0.11, -0.26], [0.21, -0.19, 0.02], [-0.18, 0.11, 0.15], [1.47, 0.98, -0.20], [0.73, 0.39, -0.02], [-2.46, -0.71, 1.15], [0.30, -0.11, -0.31], [1.63, 0.44, -0.81], [-0.49, -0.56, -0.18], [-0.58, -0.41, 0.66], [-0.31, 0.13, -0.13], [0.46, 0.48, -0.04], [-0.50, 0.30, -0.18], [0.10, 0.33, -0.29], [0.43, 2.14, 0.71], [1.39, 1.21, 1.83], [0.09, 0.82, 0.73], [-0.87, -0.85, 0.67], [0.06, -0.31, -0.49], [0.06, 0.05, -0.61], [0.84, 0.83, 0.20], [0.49, -0.08, 0.55], [-0.19, -0.35, 0.32], [0.00, -0.19, 0.10], [-0.42, 0.03, -0.10], [0.15, 0.01, -0.01], [-0.15, 0.14, -0.01], [-0.19, -0.17, 0.05], [0.00, -0.03, 0.22], [-0.04, 0.02, -0.25], [-0.33, 0.05, -0.22], [0.35, 0.50, -0.86], [-0.50, -0.61, 1.30], [-0.01, -0.44, -0.55], [-0.04, 0.16, -0.35], [0.72, 0.44, 0.18], [0.01, 0.39, -0.95], [0.46, -0.78, -0.26], [0.13, 0.33, 0.10], [-0.24, -0.26, -0.08], [0.61, -0.09, 0.46], [-0.69, -0.61, -0.73], [-0.13, 0.31, -0.73], [0.65, -0.28, 0.46], [-0.52, 1.04, -0.28], [1.17, -2.15, 0.87], [-1.16, 1.02, 0.46], [-0.08, 0.05, -0.02], [0.43, -0.10, -0.04], [0.11, 0.99, 0.16], [-0.42, 0.57, 0.09]],
  "lowdin_spin": [3.675, 0.004, 0.022, 0.082, 0.076, 0.062, 0.506, 0.024, 0.025, 0.022, 0.137, 0.021, 0.009, 0.003, 0.000, 0.067, 0.008, 0.001, 0.000, 0.004, 0.016, 0.006, 0.001, 0.001, 0.015, 0.001, 0.001, 0.006, -0.001, 0.000, 0.003, 0.000, 0.001, 0.000, 0.008, 0.003, 0.015, 0.089, 0.002, 0.021, 0.000, 0.000, 0.011, 0.001, 0.010, 0.001, 0.000, 0.000, 0.000, 0.001, 0.000, 0.000, 0.000, 0.000, 0.000, 0.000, 0.001, 0.002, 0.000, 0.000, 0.002, 0.001, 0.000, 0.000, 0.000, 0.001, 0.001, -0.004, 0.001, 0.001, 0.030, 0.002, 0.000, 0.000, 0.000, 0.001],
  "total_charge": -1,
  "orbital_gap_ev": [4.82, 4.88],
  "total_energy_ev": -87685.3425,
  "spin_multiplicity": 6,
  "s2": 8.78,
  "relative_energy_kcal_mol": 0.0
}